No. 1
The following is a quantum chemistry calculation of a 2-piece molecular cluster, C2H9N2OPS overall at a distorted geometry, from OMol25.

Electronic energy   -27370.563 eV
Largest force on an atom   6.43 eV/Å
Multiplicity   1
HOMO   -8.3282 eV
Relative energy (zero: lowest compared OMol25 entry of this formula, charge and spin)   2.637 eV

```
16
Properties=species:S:1:pos:R:3:forces:R:3:lowdin_charge:R:1
H -4.14709 0.43297 -0.75780 0.3 1.0 -0.4 0.02
O -3.26404 0.81166 -0.98718 -2.0 -1.2 0.6 -0.46
N -1.51117 1.08402 0.89973 3.8 -1.4 -5.0 -0.05
S -1.02423 -0.52612 -1.84976 0.7 -0.4 0.0 0.13
C 1.95588 -0.74250 0.46081 -0.5 2.0 -2.8 -0.21
H 2.33870 -1.32107 1.20641 0.9 -1.5 2.3 0.04
N 2.32802 -1.34487 -0.81110 -0.9 -2.2 -0.3 -0.07
H 2.16773 -0.76083 -1.60050 -0.1 0.8 -0.4 0.02
P -2.31057 -0.42098 -0.42393 0.3 1.2 -0.4 0.34
H 1.75401 -2.18844 -1.05027 0.7 1.0 0.6 0.07
H -1.96714 1.20779 1.70444 -1.7 0.8 4.2 0.03
H 0.88165 -0.52819 0.62723 0.4 -0.5 -0.1 0.02
H 0.34550 1.64356 1.60587 -0.1 0.3 -0.4 0.11
H 0.21292 1.12594 -0.18345 0.1 -0.1 -0.8 0.01
C -0.25878 1.31412 0.75008 -1.7 0.4 2.2 -0.07
H 2.49861 0.21295 0.40940 -0.3 0.0 0.7 0.09
```
Forces are in eV/Å.

No. 2
The following is a quantum chemistry calculation of a 2-piece molecular cluster, C2H9N2P overall at a distorted geometry, from OMol25.

Electronic energy   -14485.137 eV
Largest force on an atom   3.41 eV/Å
Multiplicity   1
HOMO (alpha / beta)   -8.0205 / -8.0192 eV
Relative energy (zero: lowest compared OMol25 entry of this formula, charge and spin)   3.452 eV

```
14
Properties=species:S:1:pos:R:3:forces:R:3:lowdin_charge:R:1
H -0.19967 2.55456 0.63892 0.8 0.5 0.3 -0.15
H -0.96263 -2.16839 1.06644 0.6 0.0 0.8 0.05
H -1.01674 -2.74330 -0.68718 -0.6 0.7 -0.2 0.07
H 1.56715 -0.59151 0.53156 0.8 0.6 -1.6 0.04
N -0.80542 0.42490 0.38914 -0.2 -3.2 1.2 -0.43
H -1.54667 -0.41128 -1.21983 -0.1 -0.5 -0.2 0.12
H -2.11709 2.21880 1.21382 0.5 0.1 -1.1 -0.11
H 3.07497 -0.07470 -0.47970 0.8 -1.2 -0.7 -0.01
H 1.38019 0.32053 -1.15861 1.0 -1.0 1.1 0.03
P -1.26963 1.97860 0.00131 -2.0 0.2 0.3 0.66
C 2.04639 0.07053 -0.26733 -2.0 0.2 0.3 -0.08
C -1.06676 -1.93612 0.04011 -0.4 1.6 -0.4 0.02
N -1.23055 -0.65302 -0.27576 1.1 0.7 -0.5 -0.20
H 2.14648 1.01038 0.20712 -0.4 1.3 0.8 -0.02
```
Forces are in eV/Å.

No. 3
The following is a quantum chemistry calculation of one molecule with the formula C2H9N2PS at a distorted geometry, from OMol25.

Electronic energy   -25323.579 eV
SMILES string   CP(C)(=S)NN
Largest force on an atom   4.53 eV/Å
Multiplicity   1
HOMO   -9.1496 eV
Relative energy (zero: lowest compared OMol25 entry of this formula, charge and spin)   0.134 eV

```
15
Properties=species:S:1:pos:R:3:forces:R:3:lowdin_charge:R:1
H 0.56451 -0.74618 2.51448 -0.3 0.0 1.3 0.04
H -0.86998 0.52426 -2.41011 0.2 0.6 -0.1 0.03
H 1.38160 1.45720 -0.76208 0.7 0.2 -0.9 0.01
H 0.63940 -0.40176 -2.11545 0.6 0.1 -0.3 0.03
H 0.24849 2.57976 -0.01254 -0.3 1.1 0.4 0.02
H 1.41252 1.42889 0.96512 -0.7 0.9 -0.4 0.06
S -2.21225 0.54841 0.56531 -1.7 0.3 1.1 0.25
P -0.46449 0.25845 -0.02616 3.5 -2.5 -1.5 0.26
N 0.49784 -1.23710 0.75446 -1.1 1.4 -1.7 -0.28
C 0.77109 1.66762 0.08163 -0.1 -3.1 1.0 -0.20
H -0.97315 -1.14274 -2.08646 0.6 0.6 0.8 0.06
C -0.37460 -0.22987 -1.81726 -1.2 -0.9 0.5 -0.26
H -1.00440 -1.11141 2.03462 2.1 -1.0 1.0 0.02
H 0.35325 -2.10253 0.22018 -0.2 0.7 -0.1 0.06
N 0.03017 -1.49300 2.09426 -2.0 1.7 -1.2 -0.10
```
Forces are in eV/Å.

No. 4
The following is a quantum chemistry calculation of an isolated ion of composition C2H9N2S and charge +1 at a distorted geometry, from OMol25.

Electronic energy   -16027.192 eV
Charge   +1
SMILES string   C[C@@H]([NH3+])NS
Largest force on an atom   4.97 eV/Å
Multiplicity   1
HOMO   -14.2934 eV
Relative energy (zero: lowest compared OMol25 entry of this formula, charge and spin)   2.215 eV

```
14
Properties=species:S:1:pos:R:3:forces:R:3:lowdin_charge:R:1
N 0.16700 -1.37639 0.15780 0.1 1.0 -3.1 0.17
C 0.20130 0.11745 -0.23420 -3.7 0.6 -3.3 -0.55
H 1.01362 -1.59375 -0.45336 -1.4 -1.3 1.6 0.19
H -1.02415 1.18162 1.09954 0.8 0.4 0.5 0.06
H -0.06519 0.13382 -1.47874 1.7 -0.7 3.1 0.23
H -2.88655 0.63812 -1.03648 -0.1 -0.7 0.5 -0.08
S -2.48790 -0.10959 0.04568 0.7 1.4 -1.2 0.80
H 1.50880 0.80194 1.28984 0.1 0.2 -0.9 0.12
C 1.43847 0.74611 0.17513 1.3 1.2 -0.3 -0.04
H 2.21995 0.11752 -0.24874 0.6 0.2 0.3 0.09
H 1.51227 1.74237 -0.35879 0.0 -1.0 1.1 0.14
H 0.13896 -1.58463 1.15162 0.7 -0.1 0.1 0.17
N -0.96766 0.80743 0.17135 -1.9 -0.7 0.9 -0.38
H -0.76892 -1.62205 -0.28066 1.1 -0.5 0.5 0.09
```
Forces are in eV/Å.

No. 5
The following is a quantum chemistry calculation of a 2-piece molecular cluster, C2H9N2S2 overall at a distorted geometry, from OMol25.

Electronic energy   -26864.105 eV
Charge   +1
Largest force on an atom   2.98 eV/Å
Multiplicity   1
HOMO   -12.4291 eV
Relative energy (zero: lowest compared OMol25 entry of this formula, charge and spin)   0.644 eV

```
15
Properties=species:S:1:pos:R:3:forces:R:3:lowdin_charge:R:1
H -1.93044 1.63898 -2.49606 0.4 0.2 0.0 0.03
H 2.50090 -1.03557 2.51197 -0.5 -0.3 0.2 0.17
H -3.48066 1.84257 -1.70897 0.0 0.0 0.1 0.04
C -2.41814 2.06859 -1.63022 -0.5 0.0 0.1 -0.46
H 1.36815 0.85208 1.57153 -0.3 -0.2 0.5 0.14
S -1.77118 1.41959 -0.07327 0.4 -0.6 -0.1 0.42
H 0.69732 -0.20020 0.35685 0.1 0.4 -0.2 -0.06
H -2.32240 -1.03667 -0.73131 0.2 -0.4 0.1 -0.15
N 1.29811 -0.06413 1.15902 -0.2 -0.8 0.1 0.16
H 2.12528 -2.19700 -0.20015 -0.3 0.5 0.0 0.14
C 1.95975 -1.11412 1.57313 2.4 1.7 -0.7 -0.15
N 2.41704 -2.03735 0.75556 -0.7 -1.1 0.1 0.20
H -2.30987 3.14743 -1.56541 0.2 0.1 -0.2 0.03
H 2.96825 -2.79833 1.11305 0.0 -0.1 0.4 0.14
S -1.10210 -0.48588 -0.63571 -1.2 0.7 -0.5 0.36
```
Forces are in eV/Å.

No. 6
The following is a quantum chemistry calculation of a 2-piece molecular cluster, C2H9N3 overall at a distorted geometry, from OMol25.

Electronic energy   -6687.957 eV
SMILES string   C=N.NCN
Largest force on an atom   3.87 eV/Å
Multiplicity   1
HOMO   -8.7509 eV
Relative energy (zero: lowest compared OMol25 entry of this formula, charge and spin)   2.552 eV

```
14
Properties=species:S:1:pos:R:3:forces:R:3:lowdin_charge:R:1
H 4.45080 -0.99118 0.54176 -1.6 0.4 1.2 0.06
H -4.60800 1.77424 1.16066 0.0 0.2 0.9 0.01
H 2.87921 -0.68545 1.58779 2.2 0.0 -2.4 0.10
H 3.45667 -0.49694 -1.41635 -0.4 0.2 0.5 0.10
N 3.44135 -0.75889 0.66128 -0.9 0.2 -0.1 -0.07
C -4.29870 0.09212 0.27492 1.4 2.4 0.2 -0.13
H -4.50333 -0.74165 1.02974 -0.4 1.7 -0.5 0.08
C 2.89541 -0.05461 -0.55778 0.9 -2.3 0.4 -0.36
H 1.35651 -1.11843 -1.45768 0.2 0.2 0.3 0.06
H -3.89329 -0.27219 -0.65074 0.0 -0.6 -0.4 0.03
H 3.25300 0.97849 -0.58009 -1.2 0.4 0.3 0.08
H 0.98310 -0.64096 0.05505 0.1 0.1 0.3 0.04
N 1.46889 -0.36841 -0.78141 0.8 0.9 -0.5 -0.02
N -4.18951 1.40859 0.32399 -1.1 -3.7 -0.2 0.01
```
Forces are in eV/Å.

No. 7
The following is a quantum chemistry calculation of a 2-piece molecular cluster, C2H9N3 overall at a distorted geometry, from OMol25.

Electronic energy   -6687.145 eV
SMILES string   C=N.NCN
Largest force on an atom   8.46 eV/Å
Multiplicity   1
HOMO   -9.4911 eV
Relative energy (zero: lowest compared OMol25 entry of this formula, charge and spin)   3.364 eV

```
14
Properties=species:S:1:pos:R:3:forces:R:3:lowdin_charge:R:1
N 1.01858 -0.55905 -3.43589 4.4 1.6 -0.7 -0.05
H 0.08802 -1.67661 1.97149 -0.6 -1.9 0.4 0.04
H 0.02609 -0.23391 -3.55265 1.4 0.2 1.3 0.03
C 1.96908 0.39968 -3.16676 -8.4 -0.7 -1.1 -0.09
N -1.80889 0.25516 1.17601 2.1 2.1 1.8 -0.02
H 1.27305 1.28833 -2.88441 2.7 -0.3 -0.3 0.07
H -0.28624 1.13182 2.39753 0.2 0.3 0.0 0.09
N 0.40967 -0.75677 1.95204 2.3 1.0 -4.4 -0.02
C -0.62112 0.12453 2.21077 -3.9 -0.4 1.8 -0.39
H -0.98986 -0.36710 3.17293 -0.3 1.5 -0.7 0.12
H -2.35937 -0.57417 1.21769 -0.7 -0.4 0.2 0.02
H 0.60874 -0.62378 0.90948 0.4 -0.3 1.6 0.11
H 3.01202 0.47148 -3.48031 -0.2 -0.9 0.8 0.05
H -2.33976 1.12037 1.51209 0.6 -2.0 -0.7 0.07
```
Forces are in eV/Å.

No. 8
The following is a quantum chemistry calculation of an isolated ion of composition C2H9N3 and charge +2 at a distorted geometry, from OMol25.

Electronic energy   -6671.263 eV
Charge   +2
SMILES string   NC(=[NH2+])C[NH3+]
Largest force on an atom   3.87 eV/Å
Multiplicity   1
HOMO   -20.5933 eV
Relative energy (zero: lowest compared OMol25 entry of this formula, charge and spin)   1.173 eV

```
14
Properties=species:S:1:pos:R:3:forces:R:3:lowdin_charge:R:1
H -1.26658 1.30491 0.93872 -1.8 -2.1 -1.7 0.22
H 0.66970 1.52351 0.93842 0.0 0.8 0.1 0.11
H -1.07918 0.24110 -1.58245 0.6 -1.2 0.5 0.15
H -1.96205 -0.21980 1.22413 -0.9 1.2 -1.6 0.21
N 1.61304 -1.17993 -0.50976 -1.0 0.3 -0.4 0.24
H 2.60703 -1.32007 -0.27300 -0.7 -0.1 -0.4 0.19
N -1.79146 0.45296 0.40393 3.1 1.5 1.7 0.16
H -0.99076 -1.33801 -0.37012 -0.2 0.8 -1.3 0.14
N 1.31742 0.93516 0.46906 2.6 -1.6 -0.6 0.21
H -2.56379 0.88206 -0.16820 0.1 -0.8 1.3 0.20
C 0.92171 -0.11867 -0.21855 -3.6 0.7 0.8 -0.24
H 2.35650 0.96292 0.73104 -2.1 0.4 -0.2 0.21
H 1.01066 -1.86712 -0.97046 1.4 -0.4 -0.1 0.15
C -0.84224 -0.25902 -0.61277 2.5 0.5 1.8 0.06
```
Forces are in eV/Å.